87
Properties=species:S:1:pos:R:3:forces:R:3:mulliken_spin:R:1 method="wB97M-V/def2-TZVPD" charge=+1 s2=0.783 lumo_energy_ev="-4.02 / -3.81" spin_multiplicity=2
Tc -0.91752 -0.04000 0.32515 -0.441 0.237 0.064 1.16
C -3.35589 -2.56762 -0.83261 0.050 -0.049 -0.022 0.00
Se -2.75804 -1.67503 0.78395 -0.174 -0.146 -0.234 0.00
C -1.74666 -3.19000 1.49107 0.038 0.114 0.014 0.00
C -0.57438 -3.57859 0.62332 -0.006 -0.103 -0.007 0.01
Se 0.75596 -2.15634 0.31656 -0.023 -0.438 0.046 0.02
C 1.17196 -2.77183 -1.48008 0.088 0.095 -0.052 0.01
H -3.83550 -3.49619 -0.53082 0.012 -0.008 -0.025 0.00
H -2.52279 -2.76239 -1.50222 -0.003 0.006 -0.009 0.00
H -4.08106 -1.92620 -1.31888 -0.028 0.006 -0.008 0.00
H -2.45637 -4.01401 1.56913 0.008 0.014 0.074 0.00
H -1.44679 -2.88584 2.49192 0.021 -0.038 0.024 0.00
H -0.91689 -3.91368 -0.35390 0.001 -0.017 0.003 0.00
H -0.02894 -4.40132 1.08670 -0.044 -0.019 -0.005 0.00
H 1.12128 -3.85713 -1.46780 0.027 0.002 -0.005 0.00
H 2.18278 -2.45252 -1.70386 0.009 0.024 0.015 0.00
H 0.47240 -2.36541 -2.20533 -0.010 -0.015 0.009 0.00
F 2.38436 2.52054 0.56520 0.053 -0.059 0.066 0.00
B 1.03463 2.45975 0.35222 0.044 0.152 -0.119 -0.02
F 0.75818 1.11711 -0.31269 -0.064 -0.091 0.224 0.00
F 0.31797 2.40439 1.55190 0.020 -0.002 0.121 0.00
F 0.52822 3.40327 -0.49128 0.007 0.024 -0.069 0.00
C -2.50071 2.56573 -1.87788 -0.138 0.118 0.028 -0.01
C -3.25676 1.91158 -0.68990 0.336 0.007 -0.140 0.00
C -4.16060 0.79924 -1.21595 0.076 -0.066 0.015 -0.01
C -2.10596 1.43037 0.14073 -0.034 -0.337 0.423 -0.09
C -4.07142 2.91403 0.11727 0.103 0.028 0.042 -0.01
C -4.41785 4.16856 -0.36737 -0.024 0.003 0.037 0.00
C -5.14878 5.04784 0.42216 0.011 -0.009 -0.008 0.00
C -5.53512 4.68754 1.70309 -0.022 -0.015 0.000 0.00
C -5.19460 3.43554 2.19663 0.012 0.023 -0.006 0.00
C -4.47070 2.56008 1.40472 -0.046 -0.005 -0.038 -0.01
H -1.82190 1.84946 -2.34329 -0.037 -0.020 -0.027 0.00
H -1.91561 3.42675 -1.55868 0.018 -0.007 -0.003 0.00
H -3.22548 2.88146 -2.62914 0.012 0.006 -0.025 0.00
H -3.60821 0.15391 -1.90197 -0.005 -0.017 -0.017 0.00
H -5.00893 1.22664 -1.74959 0.017 0.004 -0.034 0.00
H -4.55431 0.19728 -0.39476 -0.075 0.035 0.007 0.00
H -1.70383 2.25413 0.75218 0.025 -0.005 -0.008 0.02
H -4.11798 4.47809 -1.35865 0.012 0.013 -0.007 0.00
H -5.40649 6.02432 0.03447 -0.012 -0.001 -0.009 0.00
H -6.10217 5.37659 2.31390 0.008 0.012 0.009 0.00
H -5.48913 3.14698 3.19702 -0.017 -0.013 0.000 0.00
H -4.21525 1.57782 1.78917 -0.069 -0.028 -0.015 0.00
C -1.31180 0.79646 4.49915 0.084 0.021 0.018 0.00
C 0.00642 0.03484 4.62700 -0.134 -0.071 -0.016 0.00
C 0.40665 -0.13469 3.18078 0.230 -0.061 0.168 -0.02
O -0.86584 -0.35782 2.46555 0.229 0.626 -0.323 -0.07
C -1.96541 0.12937 3.30646 -0.173 0.054 0.258 0.01
H -1.11776 1.85088 4.29990 0.000 0.005 -0.034 0.00
H -1.93549 0.71621 5.38732 -0.001 0.027 0.004 0.00
H -0.15580 -0.93197 5.10787 0.046 -0.010 0.006 0.00
H 0.76122 0.58902 5.17941 0.038 0.006 0.053 0.00
H 1.04837 -0.99143 2.98273 -0.099 -0.061 -0.011 0.00
H 0.86880 0.76820 2.79620 -0.036 0.052 -0.111 0.01
H -2.56090 -0.73527 3.60780 0.066 -0.052 -0.050 0.00
H -2.58346 0.79414 2.71121 0.086 0.015 -0.030 0.00
C 0.97782 3.48568 7.96162 0.063 -0.005 -0.015 0.00
C 1.72245 2.90956 6.78633 -0.048 -0.022 0.022 0.00
C 1.50687 3.37558 5.49418 -0.030 -0.009 -0.042 0.00
C 2.21760 2.86775 4.41720 -0.039 0.030 0.042 0.00
C 3.16376 1.86771 4.61011 0.074 -0.042 -0.127 0.00
N 3.83711 1.37633 3.46491 -0.170 0.021 -0.031 0.00
C 5.09224 0.82360 3.47382 0.142 -0.030 -0.057 0.00
O 5.74172 0.58426 4.46677 0.026 0.057 0.023 0.00
N 5.62452 0.57444 2.20997 -0.026 0.087 0.031 0.00
C 4.95826 0.36256 0.99761 0.062 -0.049 0.018 0.00
C 5.54100 0.75618 -0.19964 -0.013 0.070 -0.048 0.00
C 4.89597 0.46686 -1.38813 0.000 -0.046 0.033 0.00
C 3.68440 -0.20162 -1.34237 0.004 0.076 0.055 0.00
N 3.11965 -0.59408 -0.20067 0.051 0.069 -0.192 0.00
C 3.74597 -0.32047 0.93525 -0.036 -0.115 0.007 0.00
C 3.38646 1.37620 5.89248 -0.041 -0.039 0.055 0.00
C 2.67164 1.90591 6.95735 -0.021 -0.040 -0.011 0.00
H 0.05096 3.96463 7.64770 -0.008 -0.004 -0.001 0.00
H 1.58120 4.23887 8.47166 0.004 0.012 -0.004 0.00
H 0.73785 2.71497 8.69410 -0.015 -0.005 -0.005 0.00
H 0.78186 4.16289 5.32246 -0.009 0.002 -0.005 0.00
H 2.04160 3.25551 3.42218 -0.014 0.033 -0.074 0.00
H 3.51451 1.75337 2.58284 0.016 0.033 0.017 0.00
H 6.62558 0.45784 2.22731 -0.048 -0.082 0.033 0.00
H 6.48209 1.29144 -0.19028 0.014 -0.016 -0.007 0.00
H 5.32628 0.75174 -2.33765 -0.012 0.036 -0.002 0.00
H 3.15054 -0.42808 -2.25832 -0.013 -0.009 -0.004 0.00
H 3.27829 -0.67704 1.84694 0.007 -0.002 0.018 0.00
H 4.11569 0.59905 6.05598 0.016 0.035 0.008 0.00
H 2.86477 1.52392 7.95310 -0.008 -0.013 0.000 0.00

92
Properties=species:S:1:pos:R:3:forces:R:3:lowdin_charge:R:1 method="wB97M-V/def2-TZVPD" charge=+4 lumo_energy_ev=-12.59
Ta 1.08884 0.13695 -0.38717 1.532 0.833 1.390 1.61
C 2.70084 -3.04866 4.41525 -0.707 1.442 -0.449 0.06
N 1.91398 -2.18983 3.43279 0.657 -0.962 1.799 -0.07
C 0.76025 -1.60350 3.88137 1.330 0.197 -1.666 0.01
C 0.32864 -0.86135 2.82494 0.809 -1.230 0.570 -0.19
N 1.18107 -1.01822 1.77080 0.172 -0.141 -1.521 -0.12
C 2.15378 -1.84226 2.14980 0.280 -0.316 1.214 -0.41
P 3.64176 -2.39594 1.18506 -0.781 0.438 0.658 1.24
C 2.57830 -2.73360 -0.24893 -0.604 0.748 -0.773 -0.42
N 1.66412 -1.91449 -0.87608 0.785 -0.681 -0.266 -0.14
C 1.13445 -2.67789 -1.93879 -0.013 0.759 0.395 -0.12
C 1.71444 -3.89254 -1.90987 -0.358 -0.533 -0.383 0.00
N 2.56311 -3.92186 -0.83990 1.207 -1.182 -1.194 -0.08
C 3.47876 -5.09540 -0.64501 0.301 -0.181 1.941 0.03
C 4.24524 -0.69751 0.83765 -2.378 -1.550 -0.268 -0.45
N 3.37570 0.30712 0.60019 -1.103 -0.977 -0.753 -0.06
C 4.03562 1.45684 0.86036 1.733 -1.328 -0.099 -0.10
C 5.32591 1.08742 1.17719 0.650 1.804 1.479 0.00
N 5.42011 -0.25310 1.24222 -0.400 0.354 -1.152 -0.11
C 6.55785 -1.01825 1.74248 0.660 -0.934 0.628 0.02
H 3.72298 -2.70790 4.48034 0.281 -0.231 -0.257 0.09
H 2.52665 -4.06153 4.18084 0.396 -1.216 -0.572 0.09
H 2.26380 -2.92932 5.40167 -0.124 0.407 -0.027 0.10
H 0.48072 -1.72666 4.89205 -0.611 -0.004 0.645 0.14
H -0.56110 -0.34639 2.78155 -1.590 1.162 -0.290 0.07
H 0.36193 -2.29344 -2.60579 0.396 -0.328 0.353 0.08
H 1.62532 -4.75696 -2.56089 -0.172 0.248 0.170 0.16
H 4.06119 -4.87513 0.27888 -0.169 -0.217 -0.848 0.07
H 4.16038 -5.36213 -1.46725 -0.485 0.812 -0.012 0.12
H 2.91485 -6.00548 -0.39209 -0.228 0.502 -0.258 0.12
H 3.60977 2.41144 0.78798 -0.377 1.063 0.017 0.11
H 6.13038 1.67008 1.59518 0.089 0.297 -0.336 0.16
H 6.39597 -0.98173 2.87136 0.894 -0.512 -1.455 0.14
H 7.48272 -0.50802 1.40786 -0.526 -0.169 0.571 0.12
H 6.63330 -2.07749 1.28728 -0.551 1.725 0.959 0.13
C 3.05209 2.17073 -2.19228 0.170 -0.299 -0.409 -0.14
C 1.75987 2.93128 -2.29056 -0.595 -1.174 -0.003 -0.11
N 0.82392 2.34744 -1.24551 0.914 1.247 0.674 -0.20
C -0.60626 2.62432 -1.51986 1.542 0.265 -1.452 -0.21
C -0.98928 1.75260 -2.70303 -1.378 -0.583 -0.525 -0.35
S -0.16455 0.12848 -2.72537 -0.212 0.143 0.789 0.89
C 1.07218 0.33526 -4.01881 0.461 1.776 -0.495 -0.35
C 2.51602 0.14967 -3.48411 -0.857 0.644 -0.092 -0.18
N 2.71355 0.71099 -2.08254 1.224 -1.209 -0.096 -0.16
H 3.64716 2.50139 -1.34611 0.027 -0.197 0.000 0.10
H 3.64799 2.27481 -3.11244 -0.059 0.338 0.476 0.15
H 1.34986 2.79147 -3.29447 -0.181 0.318 0.394 0.11
H 1.88960 3.97563 -2.08167 0.037 0.582 -0.111 0.15
H 1.03406 2.92028 -0.41295 -0.104 -0.525 -0.281 0.12
H -0.72897 3.70235 -1.73105 -0.290 -0.495 0.106 0.17
H -1.10897 2.33110 -0.62828 -0.799 -0.038 0.452 0.07
H -0.83075 2.05427 -3.75755 -0.145 0.622 0.873 0.11
H -2.06255 1.53895 -2.57420 0.462 0.052 -0.419 0.06
H 0.93602 1.36329 -4.51041 0.093 -1.598 0.699 0.12
H 0.72009 -0.39617 -4.74217 0.752 -0.147 -0.305 0.10
H 3.25500 0.53889 -4.18864 -0.169 0.450 0.146 0.14
H 2.72840 -0.87539 -3.49088 0.232 -1.670 0.508 0.09
H 3.57976 0.23768 -1.68464 -1.320 0.676 -0.814 0.14
C -5.41405 -2.80270 -0.34168 -1.813 -2.091 -0.953 -0.09
C -5.54577 -1.84605 -1.55126 1.078 -0.235 1.339 -0.21
C -4.91302 -0.46850 -1.27413 -0.336 -0.180 -2.996 -0.13
N -3.44827 -0.65734 -1.17114 0.933 -1.225 0.199 0.07
C -2.59925 -0.15501 -0.31509 -0.974 2.053 0.748 -0.69
S -1.07798 -0.93480 0.12006 -0.743 -0.575 -0.236 0.73
N -2.99500 0.95885 0.34703 0.303 0.323 0.608 0.10
C -3.88459 2.02927 -0.34373 1.362 -0.289 0.337 -0.33
O -3.45584 2.31676 -1.43663 -1.349 0.188 0.653 0.09
C -4.93239 2.58107 0.49194 -0.290 1.802 -1.979 -0.16
C -5.30619 2.00669 1.68715 -0.022 -1.068 0.989 -0.04
C -6.29399 2.57697 2.48256 1.442 0.039 0.029 -0.03
C -6.81909 3.78104 2.08465 -0.883 0.132 1.010 -0.02
C -6.55581 4.33048 0.84266 0.127 0.352 -0.775 -0.03
C -5.60336 3.79718 0.00846 0.159 -2.130 1.610 0.05
H -5.25326 -3.86729 -0.77612 -0.781 1.590 0.982 0.11
H -6.35507 -2.74911 0.28900 1.110 -0.394 -0.783 0.11
H -4.60502 -2.71070 0.33969 1.059 0.725 0.432 0.03
H -6.58319 -1.69267 -1.73891 -0.784 0.191 -0.266 0.11
H -5.14644 -2.36078 -2.43527 0.164 0.615 0.000 0.12
H -5.39353 0.06826 -0.47350 0.390 -0.113 0.759 0.12
H -5.08259 0.16735 -2.18885 0.205 -0.406 0.809 0.15
H -3.07113 -1.48143 -1.64990 -0.540 0.342 -0.008 0.16
H -2.50845 1.27760 1.21429 -0.545 -0.657 -1.151 0.16
H -4.83140 1.08542 2.07094 -0.195 0.547 -0.449 0.13
H -6.42539 2.18096 3.47767 -0.476 -0.066 -0.031 0.13
H -7.46119 4.30097 2.79517 -0.090 -0.037 -0.385 0.14
H -7.12250 5.18520 0.51299 0.054 0.286 0.060 0.13
H -5.43345 4.22243 -0.95216 0.404 0.104 -0.545 0.12
N 0.76965 1.40688 1.12015 0.205 0.455 0.290 -0.08
C 1.04549 1.67900 2.26920 -1.226 0.066 -3.787 -0.31
N 1.30402 2.16053 3.33159 0.987 0.001 2.694 0.22
C 2.12675 1.39997 4.09191 2.036 -0.444 1.590 -0.27
N 2.96545 0.83093 4.67547 -1.771 0.820 -1.120 0.20

79
Properties=species:S:1:pos:R:3:forces:R:3:lowdin_charge:R:1 method="wB97M-V/def2-TZVPD" charge=+1 lumo_energy_ev=-2.71
C 1.39048 1.57211 5.39377 0.038 -0.027 -0.031 -0.10
C 1.25012 2.51742 4.20673 0.164 0.309 -0.090 -0.26
C -0.15677 2.55668 3.60216 -0.274 0.526 0.652 -0.19
C -0.17344 2.84135 2.12421 0.463 -1.491 0.026 -0.04
O 0.34568 1.46880 1.61423 -0.040 1.402 -1.188 0.04
C 0.45717 1.24280 0.35226 0.308 1.702 0.614 -0.35
C 1.08762 -0.05834 0.03425 1.369 1.072 0.609 -0.03
O 0.14768 2.18635 -0.48459 -0.063 -1.003 0.301 0.01
Si -0.25822 2.15910 -2.24785 -0.366 0.500 -0.430 0.65
C 1.19638 1.43346 -3.12410 0.211 -0.469 -0.072 -0.13
C -1.87450 1.23699 -2.26925 -0.139 -0.339 -0.126 -0.13
C -0.58118 3.91543 -2.96282 0.140 -0.133 0.454 -0.62
C 0.64800 4.49591 -3.68277 0.025 0.016 0.063 -0.10
C -0.99008 4.85987 -1.82485 -0.079 0.277 -0.040 -0.10
C -1.72984 3.82570 -3.99185 -0.088 -0.145 0.051 -0.10
H 2.40234 1.63780 5.80298 -0.146 -0.045 0.017 0.08
H 0.68393 1.81905 6.19263 0.074 -0.033 -0.107 0.08
H 1.21703 0.53349 5.08978 -0.023 0.141 0.056 0.08
H 1.49906 3.53914 4.52007 0.129 -0.168 -0.058 0.11
H 1.98070 2.24576 3.43544 -0.058 -0.045 0.089 0.11
H -0.68409 1.61637 3.80575 -0.021 0.168 -0.259 0.12
H -0.72769 3.34873 4.10622 -0.036 -0.177 -0.104 0.13
H -1.17438 2.99369 1.70587 0.356 -0.054 -0.007 0.12
H 0.55899 3.58784 1.78381 -0.349 -0.251 0.077 0.14
H 1.81953 0.12838 -0.76636 -0.280 -0.134 0.179 0.14
H 1.62987 -0.34004 0.95161 -0.065 0.016 -0.416 0.16
H 1.04811 1.57347 -4.20754 0.055 -0.021 0.325 0.06
H 2.12907 1.94791 -2.84402 -0.277 -0.122 -0.113 0.06
H 1.32173 0.35715 -2.94707 0.050 0.245 -0.040 0.01
H -2.28758 1.25456 -3.29227 0.146 0.031 0.384 0.05
H -1.79034 0.18144 -1.98201 -0.170 0.366 -0.086 0.03
H -2.60822 1.71739 -1.60100 0.214 -0.131 -0.225 0.06
H 0.95660 3.88050 -4.53740 -0.043 0.146 0.188 0.08
H 0.39230 5.49376 -4.07054 0.092 -0.222 0.096 0.09
H 1.50373 4.61222 -3.00700 -0.081 -0.024 -0.125 0.09
H -1.85542 4.48436 -1.26214 0.148 0.062 -0.059 0.08
H -0.15925 5.03302 -1.12875 -0.184 -0.045 -0.066 0.08
H -1.27244 5.83504 -2.25109 0.041 -0.188 0.160 0.09
H -2.67594 3.51135 -3.53087 0.222 0.106 -0.133 0.08
H -1.89558 4.81456 -4.44868 0.115 -0.252 0.160 0.10
H -1.49409 3.12341 -4.80603 -0.079 0.168 0.159 0.09
C 2.32637 -3.60926 -4.15094 -0.128 0.025 -0.213 -0.01
N 1.89889 -3.29132 -2.79867 0.169 0.054 0.209 -0.10
C 0.99162 -2.30846 -2.47850 0.094 -0.205 1.342 -0.01
C 0.88406 -2.20400 -1.09259 0.123 0.346 -0.794 -0.13
C 0.12510 -1.12786 -0.33728 -1.488 -1.643 -1.023 -0.22
C -0.69803 -1.66856 0.81416 -0.341 -0.649 0.107 -0.09
C -0.85790 -3.00667 1.14132 -0.137 1.139 0.254 0.00
N -1.73072 -3.13823 2.19341 0.231 0.497 -0.116 -0.09
C -2.19414 -4.41964 2.67480 -0.020 -0.467 -0.055 -0.01
C -2.22421 -1.88291 2.53746 -0.028 -0.571 -1.055 -0.16
C -1.63864 -0.93182 1.64491 -0.075 -1.040 0.131 -0.10
C -2.20817 0.33562 1.58262 -0.552 0.285 0.397 -0.05
C -3.28171 0.65404 2.42593 0.383 0.003 -0.421 -0.09
C -3.83355 -0.29725 3.29901 0.379 -0.703 0.312 -0.08
C -3.30627 -1.59980 3.36089 -0.226 0.922 0.114 0.00
C 1.79889 -3.15970 -0.52388 0.268 -0.238 -1.012 -0.14
C 2.40345 -3.84863 -1.62630 -0.853 0.614 0.083 -0.16
C 3.23957 -4.94358 -1.45570 0.187 -0.418 0.648 -0.01
C 3.46674 -5.38242 -0.14119 -0.080 0.198 -0.630 -0.08
C 2.93455 -4.68045 0.95360 -0.349 0.720 0.060 -0.08
C 2.13450 -3.53826 0.77546 0.611 -0.804 0.279 -0.04
H 3.18006 -4.29365 -4.10412 -0.260 0.217 -0.085 0.08
H 1.51210 -4.07903 -4.72351 0.283 0.043 0.205 0.10
H 2.63174 -2.69282 -4.68239 -0.026 -0.344 0.239 0.10
H 0.47222 -1.74830 -3.25447 0.166 -0.242 0.199 0.13
H -0.61403 -0.70420 -1.03596 0.431 -0.162 0.048 0.11
H -0.42745 -3.88732 0.68180 0.000 0.189 0.145 0.14
H -2.74512 -4.29908 3.60947 0.177 -0.039 -0.146 0.08
H -2.84916 -4.91165 1.93756 0.103 0.248 0.241 0.10
H -1.33270 -5.08059 2.84086 -0.254 0.194 0.097 0.10
H -1.84298 1.04682 0.84189 -0.443 -0.053 0.239 0.09
H -3.70823 1.65702 2.39038 0.021 -0.276 -0.043 0.10
H -4.68529 -0.03114 3.92999 0.322 -0.071 -0.239 0.11
H -3.71850 -2.37512 4.00604 -0.083 0.338 -0.164 0.11
H 3.65839 -5.45588 -2.31999 -0.034 -0.027 0.313 0.11
H 4.05659 -6.28491 0.04058 -0.145 0.389 -0.127 0.11
H 3.14478 -5.02551 1.96692 0.006 0.110 -0.303 0.10
H 1.76014 -2.96945 1.62553 0.071 -0.310 -0.120 0.11